No. 1
Entry from OMol25: 2 unconnected molecules or ions with the total composition C3H6OS2 in a non-equilibrium geometry (ωB97M-V with the def2-TZVPD basis set).

Cartesian coordinates (Å):
H -2.77923 -0.57604 0.45321
H 1.19415 1.54644 0.32160
H -0.50615 0.89426 -1.53341
C -0.55424 0.45155 -0.54219
H 1.31619 -1.51341 -0.13485
O 2.94610 -0.36143 -0.32425
H -0.85174 -0.63816 -0.55056
C 1.76355 -0.52596 -0.08045
H 0.35433 0.22545 1.38006
S -1.33926 1.79673 0.41464
S -2.30535 -1.79507 0.24506
C 0.76165 0.49565 0.35115

Properties
ΔE to the lowest compared entry with this formula, charge and spin (eV): 5.748
Gap between HOMO and LUMO (eV): 4.7
Lowest unoccupied orbital energy (hartree): -0.15440

natural (NBO) atomic charge list, values in e, 4 entries: 0.11, 0.24, 0.25, -0.55

No. 2
Entry from OMol25: a single C5H4O molecule in a non-equilibrium geometry (ωB97M-V with the def2-TZVPD basis set).

Cartesian coordinates (Å):
O -3.40211 -0.94786 -0.20444
H 2.04201 -1.25668 0.01079
C -1.98817 1.30009 -0.22264
C -1.18715 0.24848 0.17149
C 0.94809 -0.97407 -0.20161
H -2.31254 2.31894 -0.57846
C 0.23577 -0.03187 0.42922
H 0.49411 -1.43545 -1.06270
C -2.56941 -0.04946 -0.19600
H 0.64972 0.60553 1.42082

Properties
ΔE to the lowest compared entry with this formula, charge and spin (eV): 2.535
Gap between HOMO and LUMO (eV): 9.3
SMILES: C=Cc1cc1=O
Lowest unoccupied orbital energy (hartree): 0.00907

natural (NBO) atomic charge list, values in e, 4 entries: -0.57, 0.22, -0.21, -0.03

No. 3
Entry from OMol25: a molecular structure, CdI in a non-equilibrium geometry (ωB97M-V with the def2-TZVPD basis set).

Cartesian coordinates (Å):
Cd 0.23776 -0.80832 -0.60804
I -0.23776 0.80832 0.60804

Properties
ΔE to the lowest compared entry with this formula, charge and spin (eV): 2.439
Gap between HOMO and LUMO (eV): 8.0
Total charge: +1
Lowest unoccupied orbital energy (hartree): -0.28079

Electronic structure analysis, natural (NBO) charges in units of e: 1.31, -0.31

> Which of these has the lowest gap between HOMO and LUMO?

C3H6OS2